# 1
Below is C5H11NO2 in the gas phase, with properties calculated with ωB97M-V with the def2-TZVPD basis set.

Values from the calculation:
HOMO level in Ha: -0.2704
2S+1: 1
Charge: 0
E in eV: -10946.8600
Relative energy (zero: lowest compared OMol25 entry of this formula, charge and spin) in eV: 2.407
LUMO level in eV: 0.322
HOMO-LUMO gap in eV: 7.680
Molar mass in g/mol: 117.148

The geometry in XYZ format:
```
19
Properties=species:S:1:pos:R:3:forces:R:3
C 0.743 0.900 1.856 -0.165 0.049 -0.107
C -0.323 1.239 1.079 0.008 0.014 -0.063
O -0.998 2.318 1.001 0.096 -0.226 -0.051
C -0.778 0.237 -0.048 0.200 0.102 -0.060
C -1.106 -1.179 0.356 0.049 0.050 -0.043
O -1.779 0.840 -0.740 0.190 -0.007 0.100
N 0.510 0.251 -1.066 -0.213 -0.026 0.164
C 1.275 -0.990 -1.337 -0.113 0.121 0.057
H 1.120 1.586 2.601 -0.007 0.004 -0.013
H 1.150 -0.103 1.842 -0.025 -0.027 -0.039
H -0.280 -1.675 0.863 0.010 0.016 -0.008
H -1.436 -1.775 -0.497 0.016 0.026 0.006
H -1.935 -1.113 1.059 0.020 0.013 -0.016
H -1.797 1.738 -0.225 0.035 -0.069 -0.014
H 0.120 0.645 -1.922 0.008 -0.021 0.066
H 1.126 0.944 -0.624 -0.049 -0.057 -0.018
H 1.719 -1.334 -0.406 -0.015 0.010 -0.014
H 2.064 -0.780 -2.058 -0.050 0.006 0.038
H 0.608 -1.750 -1.734 0.006 0.020 0.015
```
Forces are in eV/Å.

# 2
Below is 2 unconnected molecules or ions with the total composition C5H11NO2, with properties calculated with ωB97M-V with the def2-TZVPD basis set.

Values from the calculation:
HOMO level in Ha: -0.3633
2S+1: 1
Charge: 0
E in eV: -10947.2146
Relative energy (zero: lowest compared OMol25 entry of this formula, charge and spin) in eV: 2.052
LUMO level in eV: 0.906
HOMO-LUMO gap in eV: 10.791
Molar mass in g/mol: 117.148

The geometry in XYZ format:
```
19
Properties=species:S:1:pos:R:3:forces:R:3
C -1.204 1.022 1.618 -0.264 0.569 0.342
N -0.739 -0.060 1.194 0.060 -0.448 -0.366
C -1.272 -0.646 -0.043 1.405 0.414 0.703
C -0.138 -0.736 -1.092 -0.826 0.431 -0.650
C 1.007 0.264 -1.103 -0.318 -0.065 0.831
C 0.554 1.688 -1.082 0.582 0.133 -0.655
O -0.565 2.069 -1.299 -0.283 -0.055 0.086
H -2.000 1.626 1.165 0.006 -0.324 -0.283
H -0.795 1.432 2.533 0.136 0.075 0.207
H -2.122 -0.088 -0.425 -0.235 -0.094 -0.018
H -1.486 -1.673 0.246 -0.665 0.002 -0.266
H 0.295 -1.700 -1.067 0.554 -1.164 0.204
H -0.635 -0.707 -2.070 0.089 0.155 0.063
H 1.730 0.161 -0.280 -0.421 -0.226 0.135
H 1.624 0.022 -1.962 0.116 0.443 -0.480
H 1.360 2.415 -0.879 0.025 0.176 0.090
O 1.810 -1.889 1.444 0.177 0.262 0.282
H 1.638 -1.120 2.010 -0.006 -0.285 -0.226
H 0.938 -2.079 1.092 -0.133 0.002 0.003
```
Forces are in eV/Å.

# 3
Below is 2 unconnected molecules or ions with the total composition C5H11NO2, with properties calculated with ωB97M-V with the def2-TZVPD basis set.

Values from the calculation:
HOMO level in Ha: -0.3003
2S+1: 1
Charge: 0
E in eV: -10944.6381
Relative energy (zero: lowest compared OMol25 entry of this formula, charge and spin) in eV: 4.629
LUMO level in eV: -1.161
HOMO-LUMO gap in eV: 7.011
Molar mass in g/mol: 117.148

The geometry in XYZ format:
```
19
Properties=species:S:1:pos:R:3:forces:R:3
N -0.628 0.657 -1.338 -2.158 1.901 3.483
C -0.451 1.993 -0.629 0.615 2.530 -1.582
C 0.918 1.827 -0.045 0.057 -0.999 0.311
C 0.691 0.397 0.548 -0.284 1.058 -0.269
C -0.590 -0.005 -0.114 2.843 -2.652 -2.619
C -1.141 -1.366 0.054 -1.830 -0.045 1.700
O -0.912 -1.914 1.248 -0.014 -0.150 -0.120
H -1.585 0.701 -1.683 0.055 -0.882 -0.623
H -0.573 2.855 -1.293 0.238 -0.342 -0.447
H -1.185 2.227 0.152 -0.084 -0.656 0.079
H 1.179 2.610 0.657 0.058 -0.145 0.217
H 1.671 1.754 -0.828 0.005 0.301 -0.054
H 0.865 0.287 1.611 -0.518 -0.294 0.082
H 1.304 -0.375 0.051 0.263 -0.106 0.391
H -0.698 -1.970 -0.766 0.192 0.535 -0.470
H -2.232 -1.310 -0.182 0.024 0.021 -0.326
H 1.552 -3.465 0.795 0.203 -0.002 -0.048
H 0.389 -2.390 0.992 0.845 0.110 0.464
O 1.426 -2.513 0.772 -0.509 -0.183 -0.167
```
Forces are in eV/Å.

# 4
Below is C5H11NO2 in the gas phase, with properties calculated with ωB97M-V with the def2-TZVPD basis set.

Values from the calculation:
HOMO level in Ha: -0.3476
2S+1: 1
Charge: 0
E in eV: -10946.3728
Relative energy (zero: lowest compared OMol25 entry of this formula, charge and spin) in eV: 2.894
LUMO level in eV: 0.705
HOMO-LUMO gap in eV: 10.164
Molar mass in g/mol: 117.148

The geometry in XYZ format:
```
19
Properties=species:S:1:pos:R:3:forces:R:3
O 2.953 -2.370 1.699 -1.990 1.751 -1.102
C 2.107 -1.890 0.930 1.952 -2.428 0.090
C 1.423 -0.546 1.067 0.568 1.652 -0.727
N 0.281 -0.361 0.098 1.677 -0.073 0.960
C -0.097 1.050 -0.118 -0.052 0.045 1.951
C -0.800 1.230 -1.440 1.545 -0.337 -2.846
C -2.236 0.703 -1.445 1.475 3.510 2.733
O -2.894 1.731 -0.541 -2.218 -2.398 -1.614
H 1.900 -2.573 0.021 -0.341 1.352 0.803
H 2.117 0.281 0.709 -0.094 -1.308 0.349
H 1.388 -0.293 2.172 -0.867 -0.397 -0.990
H -0.511 -0.831 0.451 -0.983 -0.806 0.381
H 0.904 1.608 -0.041 -1.852 -0.224 -0.150
H -0.877 1.312 0.711 1.733 0.341 -1.173
H -0.758 2.310 -1.770 -0.345 -1.105 0.458
H -0.171 0.652 -2.246 -1.101 0.941 1.367
H -2.693 0.675 -2.385 -0.655 0.013 -1.429
H -2.254 -0.217 -0.941 -0.298 -1.528 0.461
H -3.861 1.435 -0.594 1.846 1.000 0.478
```
Forces are in eV/Å.

- Which formula does entry 3 have?
  C5H11NO2

- HOMO level of number 2 (C5H11NO2)?
  -0.3633 Ha

- LUMO level of number 3 (C5H11NO2)?
  -1.161 eV

What did the second record say?
Below is 2 unconnected molecules or ions with the total composition C5H11NO2, with properties calculated with ωB97M-V with the def2-TZVPD basis set.

Values from the calculation:
HOMO level in Ha: -0.3633
2S+1: 1
Charge: 0
E in eV: -10947.2146
Relative energy (zero: lowest compared OMol25 entry of this formula, charge and spin) in eV: 2.052
LUMO level in eV: 0.906
HOMO-LUMO gap in eV: 10.791
Molar mass in g/mol: 117.148

The geometry in XYZ format:
```
19
Properties=species:S:1:pos:R:3:forces:R:3
C -1.204 1.022 1.618 -0.264 0.569 0.342
N -0.739 -0.060 1.194 0.060 -0.448 -0.366
C -1.272 -0.646 -0.043 1.405 0.414 0.703
C -0.138 -0.736 -1.092 -0.826 0.431 -0.650
C 1.007 0.264 -1.103 -0.318 -0.065 0.831
C 0.554 1.688 -1.082 0.582 0.133 -0.655
O -0.565 2.069 -1.299 -0.283 -0.055 0.086
H -2.000 1.626 1.165 0.006 -0.324 -0.283
H -0.795 1.432 2.533 0.136 0.075 0.207
H -2.122 -0.088 -0.425 -0.235 -0.094 -0.018
H -1.486 -1.673 0.246 -0.665 0.002 -0.266
H 0.295 -1.700 -1.067 0.554 -1.164 0.204
H -0.635 -0.707 -2.070 0.089 0.155 0.063
H 1.730 0.161 -0.280 -0.421 -0.226 0.135
H 1.624 0.022 -1.962 0.116 0.443 -0.480
H 1.360 2.415 -0.879 0.025 0.176 0.090
O 1.810 -1.889 1.444 0.177 0.262 0.282
H 1.638 -1.120 2.010 -0.006 -0.285 -0.226
H 0.938 -2.079 1.092 -0.133 0.002 0.003
```
Forces are in eV/Å.